Entry 1:
Computed, not measured: a 8-piece molecular cluster, C35H69ClFN2O25S overall at a distorted geometry, with ωB97M-V with the def2-TZVPD basis set.

Results
Total charge: +1
Max |F|, eV Å⁻¹: 3.12
E_LUMO, hartree: -0.08602
Orbital gap, eV: 9.2

Each line ends with the Mulliken charge.
Cartesian coordinates (Å):
N: 5.844 -0.504 0.806  -0.740
C: 4.628 -0.187 0.789  -0.237
C: 4.141 0.473 -0.476  -1.303
C: 3.414 -0.523 -1.388  0.188
Cl: 2.096 -1.157 -0.360  -0.080
C: 2.844 0.139 -2.636  0.285
C: 1.923 -0.784 -3.507  -1.553
C: 1.098 0.019 -4.522  -1.196
C: 0.095 1.022 -3.928  -0.850
C: -0.935 0.343 -3.011  -1.015
S: -0.981 1.099 -1.375  1.255
O: -2.152 1.900 -1.327  -0.608
O: 0.210 1.853 -1.094  -0.628
O: -1.077 -0.046 -0.263  -0.434
C: 4.083 0.385 -3.566  -0.131
C: 4.895 1.696 -3.429  -1.373
C: 4.079 2.935 -3.123  -0.668
F: 3.468 2.880 -1.883  -0.283
C: 4.983 -0.822 -3.096  -1.323
N: 4.485 -1.463 -1.807  0.237
C: 4.151 -2.895 -2.145  -0.607
C: 3.963 -3.823 -0.938  -0.398
O: 3.821 -5.140 -1.465  -0.568
H: 6.074 -0.938 1.703  0.347
H: 3.975 -0.376 1.639  0.594
H: 3.445 1.265 -0.209  0.538
H: 5.006 0.916 -0.959  0.330
H: 2.214 0.978 -2.358  1.131
H: 1.310 -1.374 -2.825  0.553
H: 2.548 -1.461 -4.089  0.581
H: 0.539 -0.704 -5.117  0.505
H: 1.803 0.521 -5.185  0.305
H: -0.461 1.489 -4.736  0.578
H: 0.661 1.804 -3.426  0.411
H: -0.808 -0.732 -2.905  0.515
H: -1.926 0.497 -3.423  0.565
H: -0.299 0.075 0.307  0.307
H: 3.842 0.195 -4.604  1.060
H: 5.731 1.629 -2.737  0.476
H: 5.350 1.878 -4.405  0.311
H: 4.773 3.776 -3.086  0.468
H: 3.344 3.182 -3.890  0.317
H: 4.995 -1.483 -3.958  0.442
H: 6.025 -0.548 -2.946  0.322
H: 5.348 -1.498 -1.253  0.630
H: 3.291 -2.992 -2.800  0.273
H: 5.007 -3.287 -2.687  0.444
H: 3.070 -3.618 -0.351  0.280
H: 4.829 -3.866 -0.281  0.339
H: 3.040 -5.138 -2.037  0.339
C: 4.384 -2.021 -9.725  -0.606
O: 5.154 -0.825 -9.869  -0.334
C: 5.046 0.031 -8.861  0.817
O: 4.373 -0.119 -7.868  -0.537
O: 5.807 1.090 -9.129  -0.314
C: 5.777 2.097 -8.121  -0.590
H: 4.565 -2.622 -10.611  0.223
H: 4.703 -2.580 -8.847  0.274
H: 3.322 -1.790 -9.665  0.286
H: 6.149 1.700 -7.176  0.217
H: 4.768 2.488 -7.999  0.279
H: 6.428 2.904 -8.445  0.278
C: -4.400 1.097 -0.031  -0.484
O: -5.652 0.539 -0.459  -0.337
C: -6.707 1.308 -0.207  0.797
O: -6.683 2.387 0.330  -0.566
O: -7.797 0.681 -0.652  -0.338
C: -9.016 1.400 -0.446  -0.558
H: -3.632 0.382 -0.287  0.072
H: -4.205 2.029 -0.540  0.335
H: -4.400 1.244 1.050  0.275
H: -8.996 2.351 -0.976  0.285
H: -9.193 1.561 0.616  0.247
H: -9.817 0.788 -0.848  0.228
C: -7.896 4.076 2.378  -0.654
O: -8.733 5.216 2.622  -0.336
C: -8.187 6.382 2.289  0.795
O: -7.092 6.549 1.820  -0.560
O: -9.073 7.345 2.572  -0.276
C: -8.623 8.666 2.268  -0.740
H: -8.454 3.198 2.691  0.272
H: -7.664 3.988 1.326  0.353
H: -6.982 4.142 2.966  0.312
H: -8.421 8.769 1.203  0.328
H: -7.735 8.914 2.849  0.325
H: -9.426 9.346 2.543  0.227
C: -9.452 7.689 9.718  -0.626
O: -10.111 8.174 8.549  -0.321
C: -9.936 7.414 7.465  0.777
O: -9.291 6.398 7.412  -0.545
O: -10.598 7.975 6.455  -0.337
C: -10.500 7.263 5.216  -0.544
H: -9.671 8.389 10.520  0.217
H: -9.830 6.706 9.994  0.290
H: -8.375 7.651 9.565  0.292
H: -10.922 6.264 5.314  0.309
H: -9.469 7.209 4.887  0.213
H: -11.075 7.815 4.478  0.271
C: 3.575 -7.843 3.048  -0.682
O: 2.616 -6.843 3.411  -0.346
C: 3.015 -5.594 3.200  0.895
O: 4.077 -5.253 2.740  -0.579
O: 2.029 -4.771 3.573  -0.355
C: 2.336 -3.394 3.382  -0.250
H: 3.123 -8.806 3.266  0.241
H: 3.802 -7.790 1.985  0.302
H: 4.483 -7.735 3.638  0.316
H: 2.513 -3.191 2.324  -0.122
H: 3.201 -3.101 3.976  0.315
H: 1.474 -2.819 3.710  0.323
C: -0.197 -10.747 -1.880  -0.630
O: -0.310 -9.339 -1.651  -0.334
C: 0.020 -8.957 -0.417  0.765
O: 0.391 -9.676 0.473  -0.533
O: -0.129 -7.630 -0.340  -0.327
C: 0.192 -7.084 0.940  -0.437
H: -0.492 -10.925 -2.910  0.219
H: 0.831 -11.077 -1.742  0.296
H: -0.864 -11.298 -1.220  0.295
H: 1.234 -7.273 1.189  0.095
H: -0.461 -7.491 1.710  0.347
H: 0.035 -6.009 0.881  0.228
C: 5.663 -0.987 7.394  -0.605
O: 5.461 0.357 6.946  -0.331
C: 4.939 0.463 5.732  0.800
O: 4.635 -0.453 5.003  -0.534
O: 4.807 1.759 5.443  -0.320
C: 4.249 1.997 4.156  -0.485
H: 6.090 -0.928 8.391  0.218
H: 4.715 -1.521 7.446  0.285
H: 6.359 -1.510 6.741  0.288
H: 3.246 1.575 4.088  0.259
H: 4.893 1.577 3.383  0.175
H: 4.184 3.073 4.017  0.285

Entry 2:
Computed, not measured: a 6-piece molecular cluster, C35H70BN3O10 overall at a distorted geometry, with ωB97M-V with the def2-TZVPD basis set.

Results
Total charge: 0
SMILES string: CCCCCc1cc(NCC)c2c(c1B(O)OCC)C(=O)N(N(C)C(C)=O)C2=O.CC(C)O.CC(C)O.CC(C)O.CC(C)O.CC(C)O
Max |F|, eV Å⁻¹: 1.52
E_LUMO, hartree: 0.00248
Orbital gap, eV: 8.6

Each line ends with the Mulliken charge.
Cartesian coordinates (Å):
C: 3.978 -0.418 3.237  -1.146
C: 3.798 0.470 2.010  -0.478
C: 2.639 1.474 2.131  0.363
C: 1.724 1.510 0.914  -0.828
C: 0.641 2.609 1.003  -1.267
C: -0.772 2.098 1.098  0.311
C: -1.284 1.304 0.044  -0.447
C: -2.581 0.767 0.052  -0.820
N: -3.128 -0.019 -0.981  0.248
C: -3.050 -1.464 -0.809  -0.479
C: -1.670 -2.044 -0.540  -1.101
C: -3.351 1.059 1.181  0.367
C: -2.856 1.835 2.202  -0.002
C: -1.581 2.398 2.212  -0.434
B: -1.133 3.324 3.417  1.298
O: -0.994 4.666 3.209  -0.728
O: -0.900 2.826 4.669  -0.623
C: 0.420 2.486 5.086  0.028
C: 1.353 3.664 5.150  -1.110
C: -3.921 1.932 3.227  0.260
O: -4.156 2.806 3.998  -0.613
N: -4.742 0.804 2.974  0.872
N: -5.953 0.636 3.717  -0.374
C: -5.595 0.578 5.146  -1.080
C: -6.523 -0.648 3.308  0.559
C: -5.659 -1.859 3.454  -1.078
O: -7.625 -0.696 2.899  -0.506
C: -4.722 0.647 1.554  0.170
O: -5.655 0.373 0.874  -0.603
H: 4.627 0.043 3.971  0.307
H: 3.023 -0.667 3.686  0.396
H: 4.453 -1.346 2.938  0.190
H: 4.726 0.987 1.790  0.258
H: 3.604 -0.178 1.160  0.293
H: 3.046 2.468 2.286  0.383
H: 2.057 1.174 2.997  -0.538
H: 1.270 0.528 0.822  0.540
H: 2.353 1.663 0.042  0.333
H: 0.716 3.210 0.104  0.598
H: 0.872 3.219 1.869  0.266
H: -0.652 1.086 -0.805  0.635
H: -2.768 0.248 -1.886  0.297
H: -3.399 -1.882 -1.745  0.523
H: -3.756 -1.774 -0.044  0.144
H: -1.609 -3.061 -0.904  0.455
H: -0.911 -1.469 -1.059  0.193
H: -1.421 -2.041 0.517  0.285
H: -1.476 4.956 2.430  0.369
H: 0.828 1.707 4.442  0.051
H: 0.320 2.050 6.072  0.367
H: 1.627 4.024 4.166  0.210
H: 0.891 4.486 5.681  0.318
H: 2.262 3.368 5.662  0.421
H: -6.348 0.004 5.668  0.387
H: -5.518 1.581 5.535  0.337
H: -4.636 0.085 5.299  0.362
H: -4.625 -1.614 3.653  0.377
H: -6.049 -2.502 4.232  0.327
H: -5.701 -2.391 2.512  0.298
C: -2.204 0.188 -6.304  -1.434
C: -2.860 -0.762 -5.313  0.572
C: -4.194 -1.275 -5.828  -1.413
O: -3.022 -0.118 -4.050  -0.340
H: -2.835 1.063 -6.477  0.414
H: -1.249 0.543 -5.916  0.303
H: -2.030 -0.300 -7.264  0.416
H: -2.193 -1.605 -5.124  0.126
H: -4.885 -0.443 -5.980  0.328
H: -4.647 -1.953 -5.105  0.338
H: -4.076 -1.803 -6.775  0.416
H: -3.612 0.636 -4.166  0.155
C: -5.044 4.091 -2.288  -1.172
C: -6.201 3.149 -2.591  0.404
C: -7.433 3.502 -1.771  -1.293
O: -5.819 1.798 -2.360  -0.452
H: -4.764 4.011 -1.233  0.221
H: -4.170 3.827 -2.886  0.272
H: -5.307 5.129 -2.495  0.422
H: -6.444 3.202 -3.654  0.325
H: -7.215 3.407 -0.704  0.285
H: -8.252 2.821 -2.003  0.307
H: -7.762 4.524 -1.965  0.412
H: -5.609 1.700 -1.422  0.240
C: 4.042 -4.539 1.646  -1.280
C: 4.796 -3.783 0.563  0.382
C: 5.581 -4.732 -0.332  -1.457
O: 5.671 -2.815 1.139  -0.327
H: 4.744 -5.082 2.286  0.342
H: 3.485 -3.845 2.276  0.310
H: 3.344 -5.256 1.215  0.409
H: 4.090 -3.211 -0.039  0.233
H: 6.325 -5.278 0.254  0.373
H: 6.117 -4.174 -1.104  0.307
H: 4.925 -5.461 -0.812  0.416
H: 6.319 -3.283 1.680  0.293
C: 1.048 -3.233 -5.965  -1.376
C: 1.215 -2.271 -4.798  0.921
C: 2.331 -1.269 -5.051  -1.395
O: 1.456 -2.992 -3.593  -0.492
H: 1.966 -3.808 -6.113  0.410
H: 0.242 -3.939 -5.764  0.328
H: 0.823 -2.701 -6.891  0.369
H: 0.278 -1.735 -4.634  -0.154
H: 3.285 -1.790 -5.172  0.370
H: 2.430 -0.589 -4.204  0.333
H: 2.143 -0.682 -5.950  0.372
H: 2.280 -3.477 -3.707  0.306
C: 9.196 -1.225 -0.340  -1.327
C: 8.620 -0.816 1.006  0.891
C: 8.876 0.653 1.304  -1.438
O: 9.154 -1.640 2.046  -0.560
H: 10.280 -1.083 -0.349  0.364
H: 8.996 -2.279 -0.534  0.319
H: 8.766 -0.635 -1.151  0.353
H: 7.547 -1.009 1.012  -0.011
H: 9.951 0.851 1.344  0.405
H: 8.452 0.925 2.270  0.323
H: 8.439 1.295 0.538  0.354
H: 10.107 -1.500 2.072  0.341

Entry 3:
Computed, not measured: C35H70N2O14S2 as an isolated structure at a distorted geometry, with ωB97M-V with the def2-TZVPD basis set.

Results
Total charge: 0
Max |F|, eV Å⁻¹: 1.43
E_LUMO, hartree: 0.01648
Orbital gap, eV: 9.3

Each line ends with the Mulliken charge.
Cartesian coordinates (Å):
C: 2.298 -5.037 4.134  -1.081
C: 1.324 -4.710 3.005  0.042
C: -0.137 -4.741 3.433  -0.669
N: -0.595 -3.489 4.059  0.094
C: -0.596 -2.282 3.271  -0.470
S: 0.884 -1.298 3.716  -0.124
O: -0.633 -2.487 1.845  0.121
S: -2.172 -2.767 1.425  1.279
O: -2.388 -4.102 1.016  -0.675
O: -2.537 -1.694 0.564  -0.479
O: -2.820 -2.532 2.848  -0.650
C: -1.906 -1.534 3.472  -0.017
C: -2.323 -1.083 4.848  -1.227
C: -2.730 0.390 5.001  -1.000
C: -1.732 1.474 4.670  0.449
N: -1.186 1.464 3.379  -0.144
O: -1.423 2.297 5.502  -0.611
H: 3.208 -5.458 3.713  0.388
H: 1.884 -5.714 4.867  0.132
H: 2.608 -4.120 4.628  0.280
H: 1.578 -3.739 2.589  -0.084
H: 1.435 -5.408 2.177  0.427
H: -0.244 -5.500 4.206  0.519
H: -0.785 -5.051 2.616  0.289
H: -1.511 -3.637 4.460  0.323
H: 0.529 -1.175 4.993  0.144
H: -1.986 -0.704 2.782  0.463
H: -3.223 -1.644 5.100  0.354
H: -1.581 -1.378 5.582  0.685
H: -3.658 0.569 4.457  0.474
H: -2.961 0.529 6.052  0.356
H: -0.400 2.106 3.380  0.215
H: -1.842 1.805 2.680  0.111
C: 0.515 -2.163 -1.476  -0.776
C: 1.332 -1.261 -0.587  1.176
O: 2.033 -1.710 0.289  -0.616
C: 1.231 0.223 -0.844  -1.091
H: 0.679 -3.199 -1.184  0.350
H: -0.543 -1.921 -1.377  -0.048
H: 0.813 -2.029 -2.519  0.214
H: 0.200 0.561 -0.724  0.168
H: 1.554 0.449 -1.862  0.244
H: 1.866 0.754 -0.138  0.355
C: -3.362 -0.044 -1.703  -0.852
C: -2.677 0.546 -2.909  0.968
O: -1.701 1.253 -2.793  -0.513
C: -3.258 0.221 -4.265  -1.418
H: -2.844 0.265 -0.804  -0.028
H: -4.398 0.297 -1.657  0.512
H: -3.349 -1.132 -1.752  0.406
H: -4.291 0.569 -4.323  0.353
H: -3.246 -0.858 -4.428  0.330
H: -2.672 0.707 -5.041  0.360
C: 2.778 -7.532 8.851  -1.136
C: 1.592 -7.196 7.979  0.838
O: 1.637 -6.307 7.163  -0.519
C: 0.346 -8.027 8.180  -1.091
H: 3.604 -6.868 8.611  0.286
H: 2.515 -7.416 9.904  0.340
H: 3.085 -8.565 8.684  0.334
H: -0.008 -7.929 9.208  0.335
H: 0.562 -9.079 7.988  0.330
H: -0.430 -7.689 7.498  0.261
C: -3.280 3.249 -0.700  -0.580
C: -2.696 4.276 0.235  0.698
O: -1.935 3.955 1.123  -0.486
C: -3.104 5.709 0.019  -0.848
H: -2.897 2.272 -0.433  -0.204
H: -4.369 3.247 -0.613  0.372
H: -2.996 3.469 -1.729  0.366
H: -4.185 5.809 0.126  0.114
H: -2.813 6.034 -0.982  0.378
H: -2.617 6.342 0.758  0.179
C: 4.631 -0.730 -2.843  -1.106
C: 3.918 -0.855 -4.169  0.881
O: 3.222 -1.819 -4.401  -0.541
C: 4.113 0.261 -5.157  -0.870
H: 4.396 -1.598 -2.231  0.245
H: 5.711 -0.678 -2.987  0.401
H: 4.295 0.173 -2.330  0.301
H: 5.171 0.362 -5.415  0.164
H: 3.768 1.204 -4.727  0.327
H: 3.545 0.050 -6.061  0.283
C: -7.717 7.281 -1.366  -1.138
C: -6.815 7.568 -0.191  0.891
O: -6.257 6.681 0.413  -0.582
C: -6.643 9.016 0.196  -1.144
H: -7.757 6.209 -1.542  0.293
H: -8.723 7.651 -1.166  0.344
H: -7.337 7.779 -2.260  0.323
H: -7.609 9.452 0.455  0.355
H: -6.223 9.579 -0.639  0.326
H: -5.975 9.088 1.050  0.300
C: 8.776 -0.167 -6.981  -1.045
C: 7.847 1.011 -7.139  0.763
O: 6.744 1.020 -6.642  -0.527
C: 8.357 2.177 -7.947  -1.111
H: 8.294 -0.936 -6.383  0.264
H: 9.029 -0.578 -7.959  0.322
H: 9.699 0.148 -6.490  0.324
H: 8.595 1.854 -8.962  0.332
H: 9.264 2.580 -7.493  0.322
H: 7.599 2.955 -7.986  0.285
C: 0.560 6.660 2.631  -0.829
C: 0.582 7.814 1.661  0.858
O: 0.311 8.942 1.997  -0.565
C: 0.958 7.482 0.235  -0.982
H: 0.275 7.015 3.618  0.292
H: -0.158 5.905 2.301  0.076
H: 1.547 6.197 2.687  0.346
H: 0.256 6.755 -0.177  0.192
H: 1.959 7.049 0.202  0.339
H: 0.937 8.387 -0.368  0.295
C: 0.619 -3.650 -5.576  -0.807
C: -0.078 -4.704 -6.397  0.704
O: -0.194 -4.613 -7.596  -0.561
C: -0.630 -5.893 -5.641  -1.082
H: 0.972 -2.851 -6.222  0.318
H: -0.069 -3.234 -4.839  0.206
H: 1.473 -4.076 -5.048  0.320
H: -1.362 -5.563 -4.903  0.301
H: 0.176 -6.411 -5.118  0.313
H: -1.106 -6.579 -6.337  0.305

Which of these has the lowest max |F|? C35H70N2O14S2